Below is a cluster of 11 separate species, C30H82O11 in total, with properties calculated with ωB97M-V/def2-TZVPD.

Molecular weight in g/mol: 619.0
SMILES: CC(C)O.CC(C)O.CC(C)O.CC(C)O.CC(C)O.CC(C)O.CC(C)O.CC(C)O.CCO.CCO.CCO
Frontier orbital gap in hartree: 0.350
Relative energy (zero: lowest compared OMol25 entry of this formula, charge and spin) in kJ/mol: 302.8

```
! wB97M-V def2-TZVPD RIJCOSX def2/J DEFGRID3
* xyz 0 1
C -4.21 -4.49 -0.28
C -2.91 -3.69 -0.16
C -2.93 -2.31 -0.80
O -2.53 -3.60 1.22
H -4.15 -5.46 0.22
H -4.42 -4.68 -1.34
H -5.04 -3.95 0.18
H -2.08 -4.24 -0.61
H -3.23 -2.24 -1.84
H -1.95 -1.90 -0.60
H -3.73 -1.76 -0.28
H -2.06 -4.41 1.44
C -1.34 2.71 1.28
C -1.07 3.94 2.16
C -0.79 3.56 3.59
O 0.05 4.67 1.63
H -0.60 1.93 1.46
H -1.47 2.94 0.22
H -2.29 2.29 1.62
H -1.91 4.64 2.10
H -1.63 3.12 4.13
H -0.68 4.49 4.16
H 0.13 2.99 3.71
H 0.58 4.97 2.37
C 4.17 2.72 3.13
C 3.68 1.30 2.97
C 2.89 1.06 1.69
O 4.82 0.42 2.90
H 3.34 3.40 3.35
H 4.56 3.09 2.18
H 4.97 2.78 3.86
H 3.13 1.00 3.87
H 3.46 1.28 0.79
H 1.92 1.56 1.73
H 2.67 -0.01 1.59
H 5.40 0.81 2.24
C -1.27 1.14 -5.39
C -0.84 -0.19 -4.78
C -1.31 -0.39 -3.35
O -1.27 -1.31 -5.55
H -0.76 1.93 -4.84
H -2.34 1.34 -5.29
H -0.97 1.22 -6.43
H 0.26 -0.15 -4.82
H -2.39 -0.47 -3.32
H -1.10 0.55 -2.82
H -0.77 -1.19 -2.86
H -1.00 -1.21 -6.46
C -4.55 2.40 2.48
C -4.35 0.90 2.68
C -3.16 0.37 1.90
O -4.15 0.60 4.05
H -5.55 2.70 2.78
H -4.41 2.74 1.45
H -3.82 2.98 3.05
H -5.24 0.39 2.29
H -2.22 0.77 2.28
H -3.21 0.67 0.84
H -3.04 -0.71 1.88
H -4.04 -0.35 4.14
C -1.69 4.87 -0.34
C -0.72 4.33 -1.39
C -0.04 5.49 -2.15
O 0.33 3.65 -0.65
H -2.15 4.08 0.25
H -2.52 5.39 -0.85
H -1.27 5.60 0.35
H -1.28 3.71 -2.08
H 0.50 5.10 -3.01
H 0.68 6.01 -1.51
H -0.81 6.19 -2.46
H 0.91 4.32 -0.28
C 0.61 -5.49 -1.99
C -0.07 -4.39 -2.75
C 0.79 -3.83 -3.89
O -1.20 -5.02 -3.35
H 1.45 -5.14 -1.39
H 0.99 -6.29 -2.63
H -0.09 -5.96 -1.30
H -0.39 -3.54 -2.13
H 0.61 -2.76 -4.06
H 0.64 -4.43 -4.79
H 1.87 -3.89 -3.73
H -1.73 -4.33 -3.76
C -0.53 -2.09 3.18
C 0.42 -1.18 3.90
C -0.35 -0.10 4.69
O 1.18 -1.93 4.83
H -1.25 -1.59 2.53
H -1.09 -2.75 3.84
H 0.03 -2.71 2.46
H 1.05 -0.65 3.18
H -0.93 -0.50 5.52
H -1.17 0.24 4.04
H 0.26 0.77 4.92
H 1.61 -1.38 5.48
C 4.21 -0.43 -3.96
C 3.19 0.31 -3.12
O 2.96 -0.43 -1.95
H 3.85 -1.45 -4.06
H 5.15 -0.49 -3.42
H 4.43 0.01 -4.93
H 2.24 0.44 -3.67
H 3.46 1.36 -2.93
H 2.26 0.03 -1.45
C 0.52 -1.10 0.19
C 0.05 0.33 0.13
O 0.88 1.04 -0.79
H -0.01 -1.69 0.94
H 1.55 -1.14 0.54
H 0.47 -1.57 -0.79
H 0.09 0.82 1.11
H -0.99 0.42 -0.21
H 0.53 1.96 -0.79
C 4.72 -1.97 0.56
C 3.70 -2.99 0.09
O 3.70 -3.04 -1.33
H 4.72 -1.89 1.65
H 4.54 -0.96 0.18
H 5.74 -2.22 0.26
H 2.70 -2.65 0.37
H 3.91 -4.00 0.45
H 3.48 -2.14 -1.62
*
```

Below is a cluster of 3 separate species, C2H11N2O2 in total, with properties calculated with ωB97M-V/def2-TZVPD.

Molecular weight in g/mol: 95.1
Frontier orbital gap in hartree: 0.377
Relative energy (zero: lowest compared OMol25 entry of this formula, charge and spin) in kJ/mol: 200.7

```
! wB97M-V def2-TZVPD RIJCOSX def2/J DEFGRID3
* xyz 1 1
C -0.45 -0.98 -0.88
N 1.01 1.43 1.44
C 0.18 0.64 0.73
N 0.52 -0.01 -0.36
H 0.03 -1.96 -0.85
H -1.41 -0.95 -0.41
H -0.68 -0.98 -1.99
H 1.60 1.02 2.18
H 0.87 2.43 1.32
H -0.91 0.83 0.90
H 1.49 -0.16 -0.61
H -1.01 0.87 -4.40
H -1.90 1.46 -3.38
O -1.47 0.62 -3.58
H 0.74 -0.79 3.78
H 0.41 -2.13 3.09
O 0.97 -1.35 3.03
*
```